Density functional theory data (ωB97M-V/def2-TZVPD) for a 8-piece molecular cluster, C40H102N6O13 overall at a distorted geometry.

The geometry in XYZ format:
```
161
Properties=species:S:1:pos:R:3:lowdin_charge:R:1
C -28.41354 -12.52838 4.79086 -0.1133
O -27.98850 -11.56098 3.87114 -0.1980
C -28.35187 -10.24262 4.25435 -0.2103
C -27.69489 -9.25820 3.32211 -0.4279
C -28.12200 -9.42930 1.85466 -0.0514
N -26.24047 -9.30914 3.51626 0.0433
H -29.49050 -12.46578 4.98524 0.0762
H -27.89170 -12.44093 5.75211 0.0914
H -28.20155 -13.50848 4.36611 0.0897
H -29.44234 -10.11283 4.17461 0.1280
H -28.07866 -10.04492 5.29780 0.1293
H -28.02510 -8.26055 3.63880 0.1221
H -27.37606 -8.99217 1.19231 0.0599
H -29.09385 -8.97002 1.64671 0.0710
H -28.19886 -10.48662 1.60024 0.0578
H -25.93836 -10.28008 3.45978 0.0700
H -25.75008 -8.84414 2.76038 0.0604
C -37.10728 -3.30276 -3.03286 -0.1149
O -35.90507 -3.93836 -2.65660 -0.1986
C -36.10315 -5.29085 -2.27781 -0.2314
C -34.72317 -5.90811 -2.14260 -0.1890
N -34.70979 -7.32884 -1.78496 -0.0598
C -35.25526 -8.20653 -2.82925 -0.1923
C -35.25333 -9.63519 -2.36807 -0.2402
O -36.29187 -9.78479 -1.42550 -0.1850
C -36.61553 -11.12312 -1.16755 -0.1167
H -37.58847 -3.84220 -3.86080 0.0869
H -36.84230 -2.30170 -3.35524 0.0864
H -37.81537 -3.28623 -2.19435 0.0881
H -36.73092 -5.77378 -3.03761 0.1147
H -36.64818 -5.29450 -1.32012 0.1312
H -34.21920 -5.35840 -1.34341 0.1126
H -34.18086 -5.75094 -3.07545 0.1290
H -35.30570 -7.45849 -0.96829 0.1144
H -34.64644 -8.10663 -3.73145 0.1278
H -36.29740 -7.97572 -3.08764 0.1188
H -34.26880 -9.92252 -1.97480 0.1027
H -35.44149 -10.29769 -3.22870 0.1203
H -36.90340 -11.65483 -2.08040 0.0900
H -37.46576 -11.12092 -0.48084 0.0817
H -35.80986 -11.65303 -0.64060 0.0899
C -24.68533 -17.15658 -3.89388 -0.1245
O -25.10039 -16.80398 -2.60619 -0.1818
C -24.24399 -15.87067 -1.99317 -0.2478
C -24.71927 -15.62974 -0.57910 -0.2084
N -25.97885 -14.88366 -0.44714 -0.0460
C -25.86084 -13.47381 -0.80379 -0.2169
C -27.08116 -12.70051 -0.34235 -0.2429
O -28.21218 -13.25750 -0.94726 -0.1849
C -29.40096 -12.93624 -0.27122 -0.1065
H -25.32495 -17.97259 -4.22889 0.0878
H -23.64660 -17.50975 -3.90985 0.0869
H -24.78249 -16.32359 -4.60151 0.0892
H -24.21381 -14.91691 -2.54196 0.1185
H -23.20498 -16.23663 -1.96543 0.1235
H -23.93509 -15.09832 -0.02460 0.1159
H -24.82847 -16.57110 -0.03427 0.1172
H -26.62868 -15.31166 -1.10152 0.1078
H -25.78173 -13.31876 -1.89628 0.1149
H -24.96095 -13.05217 -0.34884 0.1229
H -26.96935 -11.65577 -0.66197 0.1025
H -27.09450 -12.74793 0.75663 0.1245
H -29.38207 -13.40868 0.72157 0.0924
H -30.24525 -13.31471 -0.83896 0.0821
H -29.48717 -11.85419 -0.11964 0.0768
C -27.66665 -9.53798 -2.20233 -0.1152
O -28.82026 -10.31278 -2.34876 -0.2223
C -28.80716 -11.13845 -3.50852 -0.2096
C -30.20768 -11.69486 -3.66046 -0.1998
N -31.04743 -10.61040 -4.15824 -0.0399
C -32.45548 -10.99354 -4.13859 -0.2270
C -32.85030 -11.84860 -5.31128 -0.2114
O -34.26888 -12.03335 -5.22768 -0.2127
C -34.72589 -13.08667 -6.05467 -0.1173
H -27.65290 -8.70422 -2.91534 0.0954
H -26.77336 -10.16039 -2.33446 0.0848
H -27.67452 -9.11352 -1.19870 0.0712
H -28.03997 -11.91052 -3.36603 0.1173
H -28.58963 -10.55575 -4.41386 0.1281
H -30.52160 -12.02522 -2.65955 0.1048
H -30.17717 -12.54156 -4.34730 0.1208
H -30.89566 -9.83468 -3.52083 0.0802
H -33.09075 -10.10193 -4.14327 0.1035
H -32.72594 -11.45749 -3.17226 0.1211
H -32.35740 -12.82653 -5.27858 0.1156
H -32.64592 -11.31919 -6.24695 0.1299
H -34.49239 -12.87871 -7.10881 0.0868
H -35.80330 -13.12354 -5.92301 0.0843
H -34.24410 -14.03538 -5.79558 0.0843
C -31.11177 -4.41090 2.92330 -0.1049
O -31.67836 -5.69010 2.71030 -0.1898
C -32.93195 -5.61999 2.06513 -0.2361
C -33.90457 -6.67652 2.55190 -0.2098
N -34.34939 -6.34946 3.88492 -0.0639
C -35.57407 -6.96841 4.34256 -0.2021
C -35.66944 -8.47956 4.25487 -0.2439
O -36.25099 -8.85159 3.03489 -0.1823
C -36.39401 -10.24383 2.90914 -0.0905
H -30.17745 -4.49192 3.47034 0.0819
H -31.82380 -3.84900 3.54378 0.0903
H -30.95533 -3.87435 1.97957 0.0884
H -32.75136 -5.71351 0.98646 0.0933
H -33.45334 -4.65093 2.16411 0.1273
H -33.39646 -7.64622 2.59276 0.1075
H -34.73608 -6.76771 1.83584 0.1205
H -34.30152 -5.35946 4.06457 0.1045
H -36.43942 -6.58490 3.77311 0.1244
H -35.73600 -6.72432 5.39381 0.1152
H -36.28089 -8.81501 5.10854 0.1237
H -34.68295 -8.94442 4.39950 0.1095
H -35.43568 -10.76739 3.02034 0.0754
H -36.80053 -10.44151 1.91866 0.0767
H -37.09145 -10.65607 3.65300 0.0934
C -32.96725 -12.62431 2.88171 -0.0974
O -33.74795 -12.50789 4.04552 -0.1969
C -33.26712 -11.57914 4.99178 -0.2359
C -34.31976 -11.47078 6.06052 -0.2298
N -34.16620 -12.50645 7.06015 -0.0566
C -35.30293 -12.57446 7.95650 -0.2287
C -35.16449 -13.75094 8.87016 -0.2690
O -34.99238 -14.92184 8.13675 -0.1806
C -34.63939 -16.01116 8.94626 -0.1149
H -33.22138 -11.81398 2.19178 0.0727
H -33.19531 -13.57528 2.41053 0.0907
H -31.90330 -12.53036 3.10250 0.0812
H -33.11085 -10.58947 4.52830 0.1110
H -32.30855 -11.84885 5.45686 0.1228
H -35.30816 -11.59061 5.58038 0.1148
H -34.32524 -10.49479 6.55354 0.1217
H -34.12144 -13.41954 6.61479 0.1126
H -36.25213 -12.65704 7.39014 0.1246
H -35.39899 -11.66158 8.54974 0.1236
H -36.03867 -13.83060 9.54509 0.1273
H -34.34446 -13.58060 9.59099 0.1265
H -34.51832 -16.88295 8.30990 0.0872
H -35.40889 -16.22669 9.70590 0.0899
H -33.71054 -15.83381 9.50842 0.0909
C -30.96409 -7.20249 -0.43550 -0.0519
C -31.37773 -8.61981 -0.78059 -0.4401
C -32.36720 -9.14693 0.25955 -0.0503
O -32.02963 -8.63160 -2.06066 -0.0768
H -30.00278 -6.93548 -0.88297 0.0730
H -30.78391 -7.01851 0.63377 0.0624
H -31.72980 -6.46400 -0.67934 0.0708
H -30.53015 -9.30177 -0.82368 0.1166
H -32.67239 -10.16388 -0.00585 0.0740
H -33.27711 -8.53951 0.24285 0.0660
H -31.95115 -9.14903 1.26649 0.0715
H -32.78328 -8.02193 -1.96571 0.0451
C -28.65657 -4.19633 -0.02169 -0.0550
C -27.86436 -4.50716 1.22090 -0.4836
C -28.06204 -5.95994 1.68474 -0.0531
O -26.47315 -4.33936 0.91382 -0.0519
H -29.61819 -4.70903 -0.00421 0.0580
H -28.08942 -4.47159 -0.90905 0.0906
H -28.87264 -3.12695 -0.06714 0.0813
H -28.17577 -3.80781 2.00936 0.1242
H -27.21088 -6.34293 2.25340 0.0734
H -28.05076 -6.50454 0.73366 0.0751
H -28.98973 -6.15057 2.22012 0.0638
H -25.94883 -4.69564 1.63617 0.0793
```

E: -2891.6385 Ha
Total charge: 0
Frontier orbital gap: 9.22 eV
LUMO energy: 0.69 eV
Molar mass: 875.3 g/mol
SMILES: COC[C@H](C)N.COCCNCCOC.COCCNCCOC.COCCNCCOC.COCCNCCOC.COCCNCCOC.CC(C)O.CC(C)O
Relative energy (zero: lowest compared OMol25 entry of this formula, charge and spin): 0.0 kJ/mol

---

Density functional theory data (ωB97M-V/def2-TZVPD) for one molecule with the formula C3H5NS2 at a distorted geometry.

The geometry in XYZ format:
```
11
Properties=species:S:1:pos:R:3:nbo_charge:R:1
S 2.05541 -0.33571 -0.14234 0.0318
C 0.59748 -0.05211 -0.05774 -0.2124
N -0.16745 -0.97997 -0.80181 -0.6242
C -1.56329 -0.82443 -0.60338 -0.2257
C -1.82258 0.50778 0.06321 -0.5888
S -0.38150 1.10462 0.84246 0.3540
H 0.10432 -1.96192 -1.13561 0.4271
H -1.88544 -1.60935 0.21765 0.1527
H -2.19714 -1.19863 -1.44397 0.2195
H -2.25327 1.31072 -0.59363 0.2316
H -2.64865 0.22903 0.95378 0.2345
```

E: -968.3731 Ha
Total charge: 0
Frontier orbital gap: 9.02 eV
LUMO energy: 0.59 eV
Molar mass: 119.2 g/mol
SMILES: S=C1NCCS1
Relative energy (zero: lowest compared OMol25 entry of this formula, charge and spin): 189.1 kJ/mol

---

Density functional theory data (ωB97M-V/def2-TZVPD) for C26H39AsN3O6S2Si3W as an isolated structure at a distorted geometry.

The geometry in XYZ format:
```
81
Properties=species:S:1:pos:R:3:lowdin_charge:R:1
W 0.66252 0.18773 -0.44920 1.3182
O 2.95856 -0.66159 -3.74258 0.1575
C 2.49996 -0.12227 -2.77763 -0.5126
O 1.79015 -0.71681 -1.83008 -0.3361
C 2.67388 1.33285 -2.45626 -0.1379
C 3.51335 2.23640 -3.07357 0.0536
C 3.59473 3.51790 -2.54140 0.0066
C 2.86902 3.84440 -1.40114 0.0474
C 2.05046 2.87681 -0.85520 -0.1629
N 1.94346 1.67353 -1.40322 0.0441
C 1.24846 2.99998 0.40764 -0.5298
O 1.31448 3.95218 1.13383 0.1551
O 0.50665 1.92327 0.61545 -0.2250
H 4.08861 1.92393 -3.93361 0.1363
H 4.24186 4.25307 -3.00100 0.1239
H 2.93092 4.81106 -0.92129 0.1364
O 4.23443 1.80074 1.31854 0.0665
C 4.28821 1.17054 2.52960 -0.2391
C 5.33662 1.40558 3.41083 -0.0119
C 5.35691 0.79814 4.65303 -0.0637
C 4.32422 -0.04757 5.03906 -0.0712
C 3.28086 -0.27823 4.16419 -0.0132
C 3.25098 0.31326 2.90176 -0.0720
C 2.11529 0.03735 2.00201 -0.4427
O 2.32462 -0.02969 0.71886 -0.1849
N 0.94484 -0.09775 2.53748 0.0377
N -0.06893 -0.27377 1.57410 -0.2508
C -1.20514 -0.48238 2.15175 -0.9006
S -1.27277 -0.63750 3.88765 1.0076
C -3.08419 -0.74566 3.96536 -0.4952
C -3.58316 -1.39481 2.69326 -0.4719
S -2.72541 -0.59307 1.31003 0.8809
H 4.99135 2.39290 1.25434 0.1140
H 6.13635 2.07718 3.11835 0.1193
H 6.18279 0.99049 5.32484 0.1118
H 4.33648 -0.52209 6.00993 0.1071
H 2.46532 -0.93274 4.44177 0.1145
H -3.49455 0.25589 4.08750 0.0828
H -3.33716 -1.34288 4.84063 0.0868
H -4.65149 -1.24488 2.54254 0.0896
H -3.36084 -2.46183 2.67164 0.0829
C -4.48765 -1.79814 -1.32578 -0.2094
Si -3.16708 -1.48843 -2.59480 0.3164
C -3.56819 -0.45871 -4.09806 -0.2096
C -2.48360 -3.11266 -3.20334 -0.2133
As -1.21966 -0.37646 -1.69548 0.8533
Si -2.26646 1.91825 -1.18843 0.3867
C -4.12307 1.67630 -1.31066 -0.2205
C -2.11472 2.85282 0.42040 -0.1892
C -1.57858 2.86678 -2.64047 -0.2147
Si 0.71842 -2.53245 0.01666 0.5238
C 1.80305 -2.95199 1.47866 -0.1803
C 1.39652 -3.40605 -1.48964 -0.1988
C -0.94594 -3.32686 0.40021 -0.2186
H -5.28105 -2.35533 -1.83427 0.0541
H -4.92882 -0.91492 -0.87281 0.0123
H -4.08086 -2.44336 -0.54585 0.0176
H -4.37066 -0.95742 -4.64882 0.0498
H -2.68676 -0.45648 -4.74383 0.0434
H -3.86652 0.57200 -3.92851 0.0165
H -3.21380 -3.55945 -3.88415 0.0473
H -2.29590 -3.82511 -2.40116 0.0278
H -1.55593 -2.97300 -3.76097 0.0362
H -4.51266 1.38027 -0.33635 0.0262
H -4.52959 1.02253 -2.07387 -0.0081
H -4.49770 2.68604 -1.51298 0.0538
H -2.03533 2.21023 1.29555 0.0155
H -3.05464 3.40817 0.50094 0.0509
H -1.29560 3.56493 0.45626 0.0288
H -1.54140 2.26319 -3.54841 0.0243
H -0.56213 3.20224 -2.41949 0.0213
H -2.18741 3.75204 -2.84162 0.0456
H 2.82593 -2.59147 1.36631 0.0445
H 1.83938 -4.04480 1.52490 0.0486
H 1.40147 -2.59146 2.42540 0.0269
H 2.43027 -3.13255 -1.68910 0.0376
H 0.82075 -3.20622 -2.39438 0.0243
H 1.35465 -4.48085 -1.28540 0.0445
H -1.35777 -3.00463 1.35654 -0.0005
H -0.75568 -4.40218 0.47865 0.0484
H -1.69798 -3.17445 -0.37168 -0.0227
```

E: -5597.5388 Ha
Total charge: +1
Frontier orbital gap: 6.33 eV
LUMO energy: -4.00 eV
Molar mass: 896.8 g/mol
Relative energy (zero: lowest compared OMol25 entry of this formula, charge and spin): 104.1 kJ/mol

---

Density functional theory data (ωB97M-V/def2-TZVPD) for a 2-piece molecular cluster, C2H4N4 overall at a distorted geometry.

The geometry in XYZ format:
```
10
Properties=species:S:1:pos:R:3:nbo_charge:R:1
C -1.39935 -0.32717 0.13172 -0.4339
N -0.31246 -0.30774 -0.85344 -0.3745
C 1.55612 1.53094 0.25207 0.0695
N 2.31326 0.87694 0.82792 -0.3236
N 1.47404 -1.82123 -0.53733 -0.0302
N 0.58250 -1.13369 -0.64370 0.2414
H -1.02817 -0.38258 1.16241 0.1994
H -2.08458 -1.16209 -0.05186 0.2013
H -1.95214 0.60560 0.00718 0.2106
H 0.85077 2.12102 -0.29495 0.2401
```

E: -297.5351 Ha
Total charge: 0
Frontier orbital gap: 10.50 eV
LUMO energy: 0.81 eV
Molar mass: 84.1 g/mol
Relative energy (zero: lowest compared OMol25 entry of this formula, charge and spin): 286.8 kJ/mol

---

Q: Look up the E of the third one.
A: -5597.5388 Ha

---

Q: What is the LUMO energy in the third record?
A: -4.00 eV

---

Q: total charge of number 1 (C40H102N6O13)?
A: 0